Entry 1:
DFT (ωB97M-V with the def2-TZVPD basis set) results for a structure of composition C12H37AlBN2OP2 at a distorted geometry.

The geometry in ORCA input format:
```
! RIJCOSX wB97M-V def2-TZVPD def2/J DEFGRID3
* xyz 2 2
P -2.70834 0.48766 0.35309
P 1.23946 -0.88423 -2.30032
Al -0.52590 -0.22721 -0.68697
O 0.55984 0.68625 0.52100
N -1.17880 2.49885 -2.86849
N 1.82648 1.15520 2.29721
C -2.71430 2.05863 1.28170
C 1.24204 -0.22367 -3.99722
C 1.63130 -1.88857 2.51530
C 0.95371 0.34756 1.71634
C 2.38424 0.91984 3.63905
C 2.91944 -0.57453 -1.67569
C 3.26586 -0.32418 3.71073
C -3.14001 -0.71267 1.65723
C 0.48694 -0.87576 2.41462
C 1.18902 -2.69253 -2.50633
C 2.50718 -1.64972 3.73869
C -4.21176 0.56313 -0.67625
B -2.13047 1.89059 -4.02002
H 1.54162 0.82432 4.33963
H -2.35937 -0.73507 2.42766
H -4.12896 1.36443 -1.42312
H -5.09033 0.72579 -0.03526
H 2.24603 -1.85470 1.60004
H -4.31955 -0.39032 -1.20826
H -3.21413 -1.71176 1.21241
H 3.65688 -1.02721 -2.35334
H 2.96503 1.80295 3.90425
H 0.13362 -0.57183 3.41827
H -0.65711 -1.78853 -0.22955
H -3.18666 2.49816 -3.98312
H 1.45795 0.85338 -3.98892
H -1.54889 2.00591 -5.08484
H -2.59839 2.90795 0.59656
H 3.23498 -2.46851 3.80665
H 0.25690 -0.37569 -4.45737
H -0.97762 1.73666 -2.18972
H -1.36942 -0.10458 -2.03376
H 3.98106 -0.32270 2.87623
H -2.31400 0.71239 -3.76948
H 3.09217 0.50677 -1.60864
H 1.88781 -1.69841 4.64414
H -0.27160 2.81880 -3.23538
H -0.36137 -1.32561 1.88745
H -1.62087 3.26082 -2.34898
H -3.66089 2.16258 1.83114
H 3.84986 -0.24794 4.63746
H 0.23246 -2.97873 -2.96025
H 2.02365 -3.02501 -3.13868
H 3.03579 -1.00134 -0.67044
H 2.01791 -0.73982 -4.58059
H 1.99131 2.05469 1.84462
H 1.20352 -2.89731 2.56573
H 1.25052 -3.16248 -1.51784
H -4.09724 -0.43515 2.11842
H -1.87861 2.07244 1.99322
*
```

Kohn-Sham gap (alpha / beta): 9.437 / 5.210 eV
energy relative to the best compared isomer or geometry (same formula, charge and spin): 0.00 kJ/mol
HOMO level (alpha / beta): -15.40 / -15.26 eV
E: -43908.746 eV
<S²>: 0.757

***

Entry 2:
DFT (ωB97M-V with the def2-TZVPD basis set) results for a structure of composition C12H37BrFN7O4P2S at a distorted geometry.

The geometry in ORCA input format:
```
! RIJCOSX wB97M-V def2-TZVPD def2/J DEFGRID3
* xyz 0 1
Br 3.48179 4.81934 -8.58784
S 2.15218 3.54646 -6.20246
P -2.31985 -3.01470 1.79528
P 1.66399 3.32294 0.59122
F 1.03362 4.40422 -5.54684
O 1.63555 2.78781 -7.27533
O 1.23663 4.72192 0.87592
O 2.77921 2.82091 -5.15708
O -2.12014 -1.58911 1.41291
N -2.24860 -4.23602 2.93781
N -1.42246 -3.87967 0.61738
N 0.92738 3.10350 -0.95422
N 1.61848 1.68934 0.94319
N -4.03952 -3.11169 1.66255
N 3.37950 3.41368 0.61604
N 3.21098 4.61575 -6.78426
C -0.00919 -3.53284 0.61938
C -4.74106 -4.01762 0.77908
C -2.99782 -4.03743 4.17309
C 2.73890 0.76703 0.96611
C 1.65656 2.79130 -2.16335
C 3.90349 3.86924 1.89377
C -1.91808 -4.18021 -0.71107
C 4.17242 3.87155 -0.50585
C -0.20904 3.96649 -1.25098
C 0.31034 1.03933 0.93835
C -1.77459 -5.59442 2.73885
C -4.76085 -1.84833 1.77640
H -5.79499 -4.06730 1.06476
H -3.96216 -4.55264 4.13654
H -3.18470 -2.97884 4.35067
H 2.20162 3.65764 -2.55761
H -2.43224 -4.40636 5.03149
H -4.36131 -5.03849 0.86366
H -4.31404 -1.20979 2.53360
H -1.27692 -4.94097 -1.16326
H -0.83542 4.10476 -0.37391
H 3.58788 3.19645 2.69820
H -0.76852 -5.63002 2.32922
H 0.09564 4.96127 -1.60324
H -2.90618 -4.62768 -0.68214
H 3.14721 0.59968 -0.03463
H -4.77931 -1.28559 0.83454
H 3.60163 5.29975 -6.15460
H 0.53124 -4.14237 -0.10562
H 4.11458 4.95786 -0.66568
H 0.97492 2.44739 -2.94498
H 0.43326 -3.73516 1.60074
H -0.82441 3.49855 -2.02400
H -2.44002 -6.16460 2.08511
H 3.89658 3.36829 -1.42754
H 4.99431 3.86031 1.88028
H -4.69670 -3.69969 -0.27019
H -1.94653 -3.30435 -1.37358
H 2.35449 1.96372 -2.01585
H 0.22972 0.31617 1.75165
H 2.40476 -0.19443 1.36127
H 5.21721 3.59778 -0.33616
H -0.48848 1.76468 1.08750
H 0.16586 -2.47635 0.38065
H 3.56944 4.88181 2.14976
H 0.12859 0.52251 -0.00799
H 3.54195 1.09937 1.61936
H -5.79139 -2.04768 2.08120
H -1.72738 -6.10444 3.70272
*
```

Kohn-Sham gap: 7.347 eV
HOMO level: -7.97 eV
E: -133835.316 eV

***

Entry 3:
DFT (ωB97M-V with the def2-TZVPD basis set) results for a structure of composition C12H37F4N3O9P2Sr2 at a distorted geometry.

The geometry in ORCA input format:
```
! RIJCOSX wB97M-V def2-TZVPD def2/J DEFGRID3
* xyz 1 2
Sr -4.19261 -0.37999 -3.03087
Sr -2.79329 -4.76330 1.10380
P -2.35315 -3.71178 -2.87759
P -1.61437 -1.09113 -0.12283
F -2.34043 -4.93522 -3.83693
F -1.48579 0.16822 0.80058
F -0.12167 -1.32899 -0.71289
F -0.88486 -3.12760 -3.12524
O -2.44489 -4.19090 -1.40615
O -2.58811 -0.91763 -1.25853
O -1.66463 -2.23634 0.82746
O -3.36720 -2.72026 -3.43381
O -1.94438 -4.01338 3.47801
O 3.14301 3.39111 2.90711
O -3.42109 1.72566 1.15970
O 0.22147 2.30708 -4.86081
O -3.93330 1.70041 -1.44696
N 0.21679 -0.35023 -3.17665
N 0.58898 4.88542 2.66310
N -0.17984 -4.59337 0.99010
C 4.53132 3.49028 2.63344
C -0.16215 3.35943 1.06152
C 0.88456 3.55180 2.09977
C 2.35506 3.46875 1.72664
C 1.69767 -4.31737 2.26743
C 1.32442 1.63649 -4.14190
C -2.71014 -3.07500 4.25753
C 0.23685 -4.57672 2.39184
C 0.99770 0.82058 -2.84695
C -0.58344 -3.66928 3.41268
C 2.18716 0.33171 -2.00865
C 0.74615 3.23412 -5.79509
H 1.39378 5.26795 3.13857
H 4.76822 4.41154 2.10122
H -1.16444 3.57063 1.43424
H -0.23039 -3.60022 0.81350
H -3.08457 -2.31191 3.57519
H 1.80815 -0.32248 -1.22349
H 0.05629 4.04998 0.24696
H 0.14927 -5.56847 2.83553
H -2.65843 1.20349 0.91082
H 2.76578 4.23310 1.06695
H 2.23034 -4.77937 1.43621
H 2.05734 2.41235 -3.92063
H -0.11259 2.31772 0.74454
H -2.16557 -2.72806 5.13570
H 1.01349 2.84306 -6.77678
H 2.28029 -4.63554 3.13196
H 0.14220 4.11789 -6.00074
H -0.46352 -2.63608 3.08678
H 2.81907 1.10909 -1.57913
H 5.16472 3.41246 3.51709
H 1.74900 0.96616 -4.88922
H 0.03288 -0.87135 -2.33125
H 0.31486 1.46413 -2.29228
H 1.65728 3.76320 -5.51577
H 4.81392 2.69988 1.93809
H 0.78457 -1.02762 -3.66538
H 0.42658 5.46507 1.85210
H -4.09316 1.07995 1.37793
H -3.71072 -3.32352 4.61137
H 2.56088 2.56395 1.15472
H 2.79723 -0.27195 -2.68062
H -3.63411 1.81782 -0.54532
H 0.80092 2.69713 2.77107
H -3.94682 2.58498 -1.81244
H 0.48933 -4.98869 0.34509
H 1.89359 -3.29338 1.94938
H -0.05146 -3.76544 4.35918
*
```

Kohn-Sham gap (alpha / beta): 2.375 / 8.065 eV
HOMO level (alpha / beta): -6.11 / -10.85 eV
E: -67064.169 eV
<S²>: 0.750

***

Entry 4:
DFT (ωB97M-V with the def2-TZVPD basis set) results for a cluster of 5 separate species, C12H37N3O5 in total at a distorted geometry.

The geometry in ORCA input format:
```
! RIJCOSX wB97M-V def2-TZVPD def2/J DEFGRID3
* xyz 0 1
O -2.42275 5.86313 3.78815
O 1.71070 -2.36175 1.74662
O 3.06206 -5.92306 -0.50246
O -3.35346 -2.63217 3.39492
O 1.13763 -2.88456 -5.43611
N 0.03140 6.71664 2.83743
N -0.19958 -4.65407 -3.69638
N 2.02468 1.44387 2.17627
C -3.46693 4.98051 4.04710
C 0.31840 -3.94855 -6.01424
C 1.67737 -2.84089 3.07050
C 0.32365 0.33247 1.06872
C 2.34572 -1.01317 1.67454
C -2.42201 6.41684 2.54010
C -1.16363 7.33151 2.27582
C -1.13879 -6.02148 -5.51422
C -1.06317 7.77965 0.80403
C 2.42910 -3.33772 -4.93057
C 0.07283 -5.08036 -5.00937
C 1.41489 0.15643 2.04988
H -4.38450 5.52549 3.82541
H 3.00744 -5.44266 -1.32858
H 0.86984 -3.57300 3.06754
H -2.46357 5.67425 1.74328
H 3.23971 -1.10196 2.29179
H 3.22905 -2.61171 -4.78530
H -2.87441 -1.80856 3.48665
H 2.55593 -3.32992 3.49132
H 2.38158 -3.88665 -3.99008
H -3.42852 -2.96694 4.28853
H -2.06824 8.11949 0.55416
H -0.56041 -3.50012 -6.47760
H -0.94012 -6.37619 -6.52555
H -0.10365 -0.66970 1.10269
H -0.28054 6.12210 3.59196
H 2.78156 -4.06859 -5.65836
H -1.14550 -4.40075 -3.44909
H 0.26539 -3.75854 -3.74022
H 0.85298 -0.01247 2.96849
H 2.33012 1.83653 1.29728
H -1.12748 -6.91957 -4.89664
H 2.70027 -0.88123 0.65230
H -3.37267 4.51849 5.02984
H 3.06048 -5.24301 0.17117
H -0.48042 0.97511 1.42732
H 0.86021 -4.30564 -6.89003
H -0.72690 6.91661 0.22941
H 1.41203 2.24488 2.23219
H 0.67346 7.42464 3.16396
H -3.47937 4.16162 3.32782
H -3.36357 6.90744 2.29342
H 1.48948 -2.05949 3.80685
H -1.38185 8.12158 2.99435
H -2.10384 -5.51516 -5.49387
H 1.00369 -5.64012 -4.91839
H 0.57650 0.62885 0.05072
H -0.32226 8.57159 0.69450
*
```

SMILES: COC[C@H](C)N.COC[C@H](C)N.COC[C@H](C)N.O.O
Kohn-Sham gap: 9.445 eV
energy relative to the best compared isomer or geometry (same formula, charge and spin): 315.38 kJ/mol
HOMO level: -9.03 eV
E: -27747.700 eV